Record 1
The following is a quantum chemistry calculation of 18 unconnected molecules or ions with the total composition C20H23Cl54FO4S at a distorted geometry, from the OMol25 dataset.

```
103
C20H23Cl54FO4S (the ωB97M-V functional and the def2-TZVPD basis)
C 5.65273 -0.39288 1.46039
O 5.31790 -1.67216 0.89480
C 3.98757 -2.05629 1.04768
O 3.11979 -1.06358 0.41580
S 1.54396 -1.05907 0.76021
O 1.15009 0.32476 0.48658
O 1.50504 -1.02263 2.48693
F 1.05057 -2.27874 2.86423
H 5.33608 0.43804 0.79839
H 6.75836 -0.37246 1.55997
H 5.20263 -0.28626 2.47198
H 3.88811 -3.02713 0.51574
H 3.71930 -2.16790 2.12149
C -0.04860 2.13607 0.74897
Cl -1.05057 1.41627 -0.50598
Cl 1.11361 3.27742 0.08195
Cl -1.04946 2.92078 1.98580
H 0.50619 1.33272 1.22071
C -1.94676 7.38670 -0.60563
Cl -3.06240 7.12676 -1.94630
Cl -0.75472 8.62827 -1.01369
Cl -2.81425 7.82021 0.86573
H -1.41189 6.45895 -0.42520
C -0.28167 10.26697 2.36323
Cl -1.64968 10.22117 3.47763
Cl 0.06445 11.92894 1.87549
Cl 1.14264 9.51602 3.07753
H -0.55590 9.70859 1.47472
C -2.31354 -0.63779 -4.37459
Cl -2.83537 0.40614 -5.69311
Cl -0.61008 -1.06952 -4.53695
Cl -2.61010 0.12762 -2.80932
H -2.89779 -1.55134 -4.41608
C -5.62866 11.07158 0.46361
Cl -5.78048 9.45023 -0.21602
Cl -4.07228 11.22816 1.27515
Cl -5.82085 12.30535 -0.78435
H -6.41364 11.21243 1.19770
C -2.26105 -2.82011 -1.05958
Cl -3.86539 -2.33801 -0.52241
Cl -1.12778 -2.83712 0.29539
Cl -2.30950 -4.36821 -1.90432
H -1.90515 -2.06748 -1.75430
C 1.56551 -6.37995 0.14878
Cl 3.15137 -7.01787 0.57960
Cl 1.20589 -4.95463 1.12457
Cl 1.48272 -6.00051 -1.57267
H 0.81633 -7.13330 0.36411
C -3.82694 -7.81080 -4.59617
Cl -4.47498 -6.88895 -5.95038
Cl -2.72245 -6.80457 -3.65667
Cl -5.13189 -8.42436 -3.57594
H -3.27435 -8.65733 -4.98861
C 1.69235 3.93070 4.29089
Cl 2.11287 3.33699 5.90666
Cl 1.56028 5.68272 4.27785
Cl 2.88788 3.39337 3.11065
H 0.73111 3.51033 4.01927
C -7.90076 -4.17469 -6.75162
Cl -7.32617 -2.55498 -6.35357
Cl -7.36780 -4.65165 -8.36672
Cl -7.36108 -5.34651 -5.54995
H -8.98453 -4.15676 -6.74869
C 4.81817 7.15269 2.57440
Cl 3.63081 6.73952 1.33511
Cl 6.08391 8.17729 1.90809
Cl 4.03729 7.91508 3.96147
H 5.27895 6.23384 2.92050
C 4.29524 2.39767 4.35626
Cl 4.92989 3.33074 2.99925
Cl 3.20684 1.12923 3.78995
Cl 5.61167 1.70874 5.30885
H 3.72891 3.06772 4.99395
C 4.12099 -7.25793 4.68076
Cl 4.63554 -7.28864 6.36742
Cl 3.49798 -5.66324 4.24261
Cl 5.43677 -7.73019 3.60820
H 3.31548 -7.97361 4.56243
C 8.23422 -5.55624 0.92634
Cl 6.60197 -5.17772 1.46826
Cl 9.37851 -5.47147 2.26672
Cl 8.28621 -7.14543 0.15729
H 8.52584 -4.81752 0.18863
C -7.46380 -0.97910 -1.71254
Cl -7.93861 -2.35635 -2.70580
Cl -6.91225 -1.51041 -0.12187
Cl -6.21969 -0.01964 -2.51963
H -8.33554 -0.35326 -1.56330
C -10.97176 -1.24709 0.88632
Cl -10.75382 -0.32517 -0.60823
Cl -10.39417 -2.89958 0.69481
Cl -10.16790 -0.44725 2.23515
H -12.03437 -1.28115 1.09749
C -0.72344 -10.58319 -6.18237
Cl -0.27920 -9.57455 -4.80429
Cl -2.37887 -10.22879 -6.69345
Cl 0.40373 -10.36906 -7.51720
H -0.68634 -11.62029 -5.86927
C 8.50701 5.41526 0.20756
Cl 8.08241 6.70070 -0.92073
Cl 9.88000 5.88043 1.21123
Cl 7.12296 4.96541 1.20885
H 8.79159 4.54376 -0.37057
```

Output
- Frontier orbital gap: 8.67 eV
- LUMO level: -0.0033 hartree

Record 2
The following is a quantum chemistry calculation of a molecular structure, C32H34AuBrNO2Sb2 at a distorted geometry, from the OMol25 dataset.

```
73
C32H34AuBrNO2Sb2 (the ωB97M-V functional and the def2-TZVPD basis)
Au -2.34683 -0.29798 0.23448
C 1.26391 0.32846 3.39323
C 2.42258 0.16842 2.44980
C 3.73545 0.25191 2.91171
C 4.81283 0.10345 2.05216
C 4.60820 -0.14060 0.70170
C 3.31474 -0.23158 0.21412
C 2.24756 -0.06978 1.08883
Sb 0.39336 -0.28164 0.09240
C 0.51103 1.08338 -1.53658
C -0.22723 0.79658 -2.68202
C -0.27715 1.67764 -3.74674
C 0.40419 2.88091 -3.65901
C 1.10351 3.18996 -2.50627
C 1.17695 2.31553 -1.42002
C 1.96141 2.77679 -0.21760
C 0.76119 -2.37098 -0.36860
C 1.33787 -2.99969 0.74032
C 1.75500 -4.32121 0.69719
C 1.59165 -5.04218 -0.47437
C 1.00870 -4.43482 -1.57455
C 0.59662 -3.10199 -1.55250
C 0.00912 -2.51562 -2.80420
H 1.60320 0.62945 4.38260
H 0.71788 -0.61402 3.50739
H 0.55796 1.07336 3.03182
H 3.91094 0.43810 3.96401
H 5.82050 0.17775 2.43905
H 5.44755 -0.25672 0.02947
H 3.15075 -0.41841 -0.84244
H -0.81532 -0.10517 -2.73647
H -0.85985 1.43335 -4.62482
H 0.37280 3.58801 -4.47752
H 1.60790 4.14549 -2.43006
H 2.13104 3.85035 -0.28618
H 2.93412 2.28964 -0.15808
H 1.43718 2.59025 0.72052
H 1.49186 -2.45151 1.66369
H 2.20677 -4.77608 1.56886
H 1.92180 -6.07068 -0.53670
H 0.89256 -4.99712 -2.49369
H -0.07861 -3.27251 -3.58243
H 0.63188 -1.71041 -3.19246
H -0.98853 -2.11066 -2.62412
N -5.47638 0.13651 0.59631
C -4.34110 -0.01466 0.47011
Br 0.31833 6.66662 2.99538
C -0.45431 5.77781 1.51863
C -0.84188 6.50611 0.40370
C -1.40915 5.84946 -0.68058
C -1.59168 4.47722 -0.65017
C -1.18877 3.76032 0.47208
C -0.62305 4.40666 1.56557
C -1.38380 2.29277 0.52819
O -2.15272 1.74696 -0.32925
O -0.79640 1.58877 1.38776
H -0.70640 7.57876 0.38757
H -1.71426 6.41883 -1.54813
H -2.03669 3.95344 -1.48489
H -0.32356 3.83950 2.43560
C -1.68007 -4.35324 1.42878
Sb -2.79698 -2.79487 0.54197
C -3.17921 -3.54515 -1.40157
C -4.65272 -3.09638 1.49734
H -2.19496 -5.25410 1.09440
H -1.74034 -4.27405 2.51167
H -0.64506 -4.36596 1.10038
H -4.03893 -4.20971 -1.33082
H -2.31463 -4.10017 -1.76000
H -3.40811 -2.72964 -2.08319
H -4.91829 -4.14483 1.36642
H -5.39974 -2.44503 1.05253
H -4.56818 -2.86935 2.55830
```

Output
- Frontier orbital gap: 6.66 eV
- Relative energy (zero: lowest compared OMol25 entry of this formula, charge and spin): 0.5 kcal per mole
- Charge: +1
- LUMO level: -0.1679 hartree

Record 3
The following is a quantum chemistry calculation of a molecular structure, C4H7NO2, from the OMol25 dataset.

```
14
C4H7NO2 (the ωB97M-V functional and the def2-TZVPD basis)
C 1.09677 -1.30276 -0.18695
C 0.32849 -0.03712 -0.59888
C 0.86316 1.25303 0.22165
O -0.00751 0.10087 -1.82882
C -0.88065 0.27149 0.36493
O -0.37692 1.26199 1.04772
N -2.16348 0.00448 0.36868
H 2.06411 -1.28991 -0.69809
H 1.26307 -1.38537 0.89573
H 0.55160 -2.18375 -0.53804
H 0.85326 2.14390 -0.40226
H 1.73817 1.19889 0.87267
H -2.83567 0.62250 0.80176
H -2.49440 -0.65825 -0.32012
```

Output
- Frontier orbital gap: 8.42 eV
- Relative energy (zero: lowest compared OMol25 entry of this formula, charge and spin): 72.7 kcal per mole
- LUMO level: 0.0196 hartree

Record 4
The following is a quantum chemistry calculation of a gas-phase ion, C6H14NO (charge +1) at a distorted geometry, from the OMol25 dataset.

```
22
C6H14NO (the ωB97M-V functional and the def2-TZVPD basis)
C -0.51919 0.99618 -1.71877
C 0.68544 0.43383 -0.95598
N 0.23896 -0.59415 0.05652
C -0.51859 -1.65867 -0.55537
C 1.39689 -1.01624 0.89247
C -0.99133 0.17349 1.07923
C -0.39362 1.37975 1.64152
O -1.98399 -0.44059 1.21254
H -1.00599 1.60511 -1.10259
H -0.08805 1.51808 -2.46729
H -1.05006 0.14952 -2.06776
H 1.12211 1.32830 -0.62592
H 1.29696 0.02638 -1.63164
H 0.07248 -2.43805 -1.07144
H -1.39218 -2.07805 0.06603
H -1.18843 -1.36967 -1.40073
H 0.90614 -1.18633 1.83849
H 1.82808 -1.81121 0.29623
H 2.03277 -0.24035 1.07559
H -0.33375 2.30619 0.94430
H -0.77389 1.55253 2.55447
H 0.65923 1.36394 1.94009
```

Output
- Frontier orbital gap: 11.75 eV
- Relative energy (zero: lowest compared OMol25 entry of this formula, charge and spin): 67.6 kcal per mole
- Structure (SMILES): CC[N+](C)(C)C(C)=O
- Charge: +1
- LUMO level: -0.1424 hartree

Record 5
The following is a quantum chemistry calculation of a single C5H13NO molecule at a distorted geometry, from the OMol25 dataset.

```
20
C5H13NO (the ωB97M-V functional and the def2-TZVPD basis)
C -1.51073 -0.39147 0.69999
C -0.79368 0.18140 -0.52538
C -1.12487 1.71380 -0.62219
C 0.70742 -0.09504 -0.47110
N 0.92622 -1.50044 -1.12277
C 1.10267 -0.33938 0.96119
O 2.58306 -0.26999 0.77048
H -1.15913 -1.49897 0.91276
H -2.63737 -0.40786 0.64309
H -1.33581 0.26186 1.57051
H -1.18065 -0.22325 -1.52824
H -1.10404 2.29961 -1.59909
H -0.65919 2.25939 0.23080
H -2.24944 1.71405 -0.31735
H 1.24880 0.83109 -0.93026
H 1.93004 -1.63198 -0.93663
H 0.69149 -1.30522 -2.11503
H 0.65677 0.39455 1.70568
H 0.77790 -1.28590 1.21455
H 3.13052 -0.70626 1.45901
```

Output
- Frontier orbital gap: 10.49 eV
- Relative energy (zero: lowest compared OMol25 entry of this formula, charge and spin): 50.4 kcal per mole
- Structure (SMILES): CC(C)[C@H](N)CO
- LUMO level: 0.0330 hartree

Record 6
The following is a quantum chemistry calculation of a molecular structure, C37H31AsN4O4S2W at a distorted geometry, from the OMol25 dataset.

```
80
C37H31AsN4O4S2W (the ωB97M-V functional and the def2-TZVPD basis)
W 0.56355 -0.27407 -0.06114
O 0.58552 -0.06309 2.00680
C 1.58879 0.21354 2.74051
C 2.95376 0.15319 2.36566
C 3.91177 0.44581 3.35657
C 5.25148 0.36790 3.07579
C 5.71441 -0.02872 1.81791
C 4.79434 -0.31081 0.83170
C 3.40741 -0.19612 1.05173
O 2.61005 -0.37536 0.02606
N 6.21878 0.69954 4.12089
O 5.79637 0.97952 5.22848
O 7.40127 0.66884 3.82507
H 1.36605 0.51179 3.77036
H 3.59524 0.73679 4.34863
H 6.77633 -0.10727 1.64218
H 5.11174 -0.61458 -0.15745
S 0.68208 0.20686 -2.49356
C -0.97046 0.37170 -3.13649
C -1.13749 0.29428 -4.52120
C -2.39871 0.32305 -5.08793
C -3.53508 0.42433 -4.29121
C -3.38543 0.51609 -2.91834
C -2.11701 0.50206 -2.34831
As -1.84689 0.68527 -0.45265
C -2.18525 2.56245 -0.18059
C -2.26257 3.03713 1.12510
C -2.43672 4.39091 1.35942
C -2.52784 5.27354 0.29170
C -2.44674 4.80066 -1.00869
C -2.27610 3.44450 -1.24940
C -3.32650 -0.16307 0.45620
C -4.55037 0.48731 0.60245
C -5.60487 -0.15627 1.23262
C -5.43914 -1.44704 1.71686
C -4.21754 -2.09179 1.58068
C -3.15757 -1.45091 0.95526
H -0.26206 0.18599 -5.14795
H -2.49814 0.25074 -6.16280
H -4.52003 0.43101 -4.73652
H -4.25846 0.59597 -2.27993
H -2.17620 2.35025 1.96153
H -2.49187 4.75768 2.37551
H -2.65878 6.33133 0.47522
H -2.51420 5.48748 -1.84175
H -2.20686 3.07975 -2.26712
H -4.67484 1.50044 0.23361
H -6.55450 0.34925 1.34641
H -6.26241 -1.94808 2.20826
H -4.08320 -3.09390 1.96566
H -2.19994 -1.94776 0.86438
S 0.99996 2.48933 0.40298
C 2.58744 2.73165 -0.15258
N 2.94814 2.21699 -1.36500
C 4.20117 2.28828 -1.85387
C 5.14851 2.95841 -1.14774
C 4.72332 3.53562 0.06026
N 3.50318 3.42741 0.54595
H 2.21474 1.69242 -1.87551
H 4.37197 1.79483 -2.80014
H 6.16602 3.04059 -1.49344
H 5.42287 4.11088 0.65680
C -1.65318 -2.96265 -2.15888
C -1.09592 -3.82740 -1.07802
C -1.37685 -5.18731 -1.04652
C -0.84295 -6.00337 -0.06467
C -0.01467 -5.45917 0.90378
C 0.28937 -4.10654 0.91337
C 1.20272 -3.53876 1.95947
C -0.25943 -3.28758 -0.08654
N 0.06699 -1.93473 -0.10890
H -2.34383 -3.52450 -2.78694
H -0.85641 -2.55908 -2.78392
H -2.19291 -2.11559 -1.74403
H -2.02141 -5.60609 -1.80982
H -1.06883 -7.06114 -0.05526
H 0.40714 -6.09411 1.67285
H 1.42612 -4.28594 2.71856
H 0.75457 -2.66917 2.44567
H 2.14705 -3.21140 1.51592
```

Output
- Frontier orbital gap (alpha / beta): 5.28 / 5.28 eV
- Relative energy (zero: lowest compared OMol25 entry of this formula, charge and spin): 19.9 kcal per mole
- LUMO level (alpha / beta): -0.0364 / -0.0363 hartree

| no. | DFT total energy (eV) |
| --- | --- |
| 1 | -719052.7513 |
| 2 | -126123.3351 |
| 3 | -9844.1293 |
| 4 | -9977.3142 |
| 5 | -8931.8257 |
| 6 | -137356.6584 |